1.
Entry from OMol25: a single C5H8N2 molecule (wB97M-V/def2-TZVPD).

```
! wB97M-V def2-TZVPD RIJCOSX def2/J DEFGRID3
* xyz 0 1
H 1.556 1.533 -2.314
N 2.078 1.188 -1.507
C 1.290 0.771 -0.615
C 1.543 0.279 0.798
N 0.069 0.252 1.068
C -0.498 -0.697 0.117
C -1.944 -1.076 0.349
C -0.182 0.677 -0.356
H 2.034 1.039 1.410
H 2.048 -0.684 0.927
H 0.153 -1.501 -0.231
H -2.362 -0.469 1.155
H -2.035 -2.127 0.634
H -2.553 -0.922 -0.545
H -0.956 1.388 -0.641
*
```

## Properties
structure (SMILES) = [H]/N=C1/CN2[C@@H](C)[C@H]12
LUMO level = 1.1 eV
HOMO-LUMO gap = 0.3898 Ha
highest occupied orbital energy = -9.5 eV

The molecule's Löwdin atomic charges, reported in e, are given here:
1 H 0.05
2 N 0.14
3 C -0.35
4 C -0.10
5 N 0.01
6 C -0.32
7 C -0.05
8 C -0.14
9 H 0.12
10 H 0.12
11 H 0.14
12 H 0.08
13 H 0.07
14 H 0.08
15 H 0.14


2.
Entry from OMol25: a molecular structure, C31H24Cl3N6O3S3V (wB97M-V/def2-TZVPD).

```
! wB97M-V def2-TZVPD RIJCOSX def2/J DEFGRID3
* xyz -1 4
V 0.480 -0.371 0.411
C -4.098 0.701 4.039
S -4.147 -0.771 3.008
C -2.537 -0.723 2.273
S -2.269 -2.216 1.395
N -1.830 0.312 2.486
N -0.552 0.441 1.969
C 0.179 1.224 2.744
C 1.456 1.652 2.287
C 2.258 2.562 2.997
C 3.406 3.036 2.413
C 3.746 2.611 1.125
C 2.929 1.689 0.505
N 1.832 1.194 1.072
H -5.052 0.729 4.565
H -3.976 1.593 3.429
H -3.279 0.642 4.751
H -0.220 1.576 3.687
H 1.946 2.888 3.980
H 4.035 3.743 2.940
H 4.628 2.980 0.621
H 3.153 1.317 -0.488
C -6.095 1.615 -3.246
C -4.660 1.759 -2.812
C -4.146 0.990 -1.772
C -2.826 1.122 -1.373
C -2.005 2.033 -2.020
C -2.497 2.810 -3.057
C -3.820 2.670 -3.446
S -0.325 2.221 -1.467
O -0.393 2.713 -0.116
O 0.343 3.040 -2.452
N 0.259 0.727 -1.409
C 0.539 0.050 -2.588
C 0.280 0.451 -3.883
C 0.610 -0.374 -4.977
C 1.198 -1.594 -4.813
C 1.487 -2.042 -3.502
C 2.069 -3.296 -3.224
C 2.292 -3.670 -1.931
C 1.949 -2.783 -0.898
N 1.426 -1.601 -1.122
C 1.170 -1.222 -2.404
H -6.595 0.823 -2.690
H -6.161 1.378 -4.309
H -6.648 2.542 -3.082
H -4.783 0.272 -1.268
H -2.430 0.514 -0.570
H -1.835 3.511 -3.550
H -4.206 3.275 -4.260
H -0.169 1.412 -4.076
H 0.381 -0.017 -5.974
H 1.440 -2.226 -5.658
H 2.319 -3.956 -4.048
H 2.722 -4.631 -1.683
H 2.091 -3.050 0.139
Cl 5.468 -2.774 5.830
C 4.274 -2.407 4.607
C 4.680 -2.028 3.345
C 3.728 -1.736 2.381
Cl 4.313 -1.284 0.803
C 2.333 -1.805 2.615
O 1.405 -1.549 1.768
C 1.999 -2.204 3.940
Cl 0.311 -2.300 4.334
C 2.927 -2.499 4.914
H 5.729 -1.955 3.100
H 2.600 -2.792 5.902
N -1.429 -2.309 -1.111
C -1.166 -1.705 -0.028
H -2.242 -2.929 -1.066
*
```

## Properties
LUMO level (alpha / beta) = 2.4 / 2.3 eV
HOMO-LUMO gap (alpha / beta) = 0.2132 / 0.2684 Ha
<S²> = 3.782
highest occupied orbital energy (alpha / beta) = -3.4 / -5.0 eV

The molecule's Löwdin atomic charges, reported in e, are given here:
1 V 0.79
2 C -0.42
3 S 0.80
4 C -1.01
5 S 0.82
6 N -0.04
7 N -0.11
8 C -0.09
9 C -0.27
10 C -0.02
11 C -0.08
12 C -0.07
13 C -0.15
14 N 0.02
15 H 0.02
16 H 0.03
17 H 0.03
18 H 0.12
19 H 0.11
20 H 0.10
21 H 0.10
22 H 0.11
23 C -0.06
24 C -0.28
25 C -0.02
26 C -0.03
27 C -0.27
28 C -0.06
29 C -0.05
30 S 0.59
31 O -0.30
32 O -0.32
33 N -0.19
34 C -0.24
35 C -0.02
36 C -0.08
37 C -0.06
38 C -0.16
39 C -0.01
40 C -0.04
41 C -0.14
42 N 0.03
43 C -0.16
44 H 0.07
45 H 0.08
46 H 0.08
47 H 0.11
48 H 0.09
49 H 0.11
50 H 0.11
51 H 0.09
52 H 0.10
53 H 0.10
54 H 0.11
55 H 0.10
56 H 0.10
57 Cl 0.61
58 C -0.69
59 C -0.16
60 C -0.55
61 Cl 0.73
62 C -0.46
63 O -0.23
64 C -0.57
65 Cl 0.71
66 C -0.15
67 H 0.10
68 H 0.10
69 N -0.01
70 C -0.62
71 H 0.01


3.
Entry from OMol25: a molecular structure, C19H13AgF9N6O7S3 (wB97M-V/def2-TZVPD).

```
! wB97M-V def2-TZVPD RIJCOSX def2/J DEFGRID3
* xyz -1 1
Ag 0.088 0.274 0.509
S -5.024 1.489 -5.696
N -3.619 2.234 -5.393
C -3.111 1.669 -4.312
C -1.863 2.024 -3.677
C -1.045 3.051 -4.149
C 0.120 3.329 -3.476
C 0.439 2.564 -2.353
N -0.322 1.584 -1.899
C -1.462 1.310 -2.534
C -2.307 0.228 -1.986
N -1.885 -0.407 -0.885
C -2.643 -1.358 -0.364
C -3.867 -1.747 -0.912
C -4.313 -1.113 -2.046
C -3.526 -0.103 -2.601
C -3.926 0.625 -3.784
N -5.032 0.423 -4.477
H -1.349 3.612 -5.024
H 0.777 4.128 -3.791
H 1.334 2.763 -1.774
H -2.263 -1.822 0.537
H -4.442 -2.530 -0.438
H -5.255 -1.367 -2.513
F -2.644 0.877 2.104
C -2.285 0.693 3.370
F -1.900 1.845 3.895
F -3.370 0.267 4.036
S -0.981 -0.628 3.521
O -1.256 -1.532 2.431
O -1.122 -1.128 4.853
N 0.292 0.267 3.259
S 1.720 -0.406 3.223
O 1.923 -1.461 4.168
O 2.192 -0.611 1.878
C 2.711 1.030 3.865
F 4.005 0.831 3.576
F 2.594 1.102 5.193
F 2.340 2.186 3.343
C 3.712 0.822 -0.697
N 3.325 0.464 -2.051
C 3.976 1.164 -3.128
C 2.300 -0.379 -2.281
O 1.598 -0.902 -1.439
H 4.797 0.731 -0.599
H 3.226 0.149 0.003
H 3.406 1.841 -0.451
H 5.058 1.011 -3.088
H 3.783 2.239 -3.069
H 3.608 0.799 -4.088
H 2.147 -0.564 -3.361
F -0.022 5.171 2.065
C 0.472 4.668 0.924
F -0.221 5.244 -0.087
F 1.734 5.116 0.814
C 0.358 3.111 0.852
O 1.407 2.505 0.568
O -0.780 2.669 1.046
*
```

## Properties
LUMO level = 1.2 eV
HOMO-LUMO gap = 0.2780 Ha
highest occupied orbital energy = -6.3 eV

The molecule's Löwdin atomic charges, reported in e, are given here:
1 Ag 0.79
2 S 0.97
3 N -0.23
4 C -0.30
5 C -0.09
6 C 0.00
7 C -0.03
8 C -0.11
9 N 0.14
10 C -0.13
11 C -0.12
12 N 0.11
13 C -0.10
14 C -0.03
15 C 0.00
16 C -0.09
17 C -0.30
18 N -0.23
19 H 0.11
20 H 0.11
21 H 0.10
22 H 0.09
23 H 0.11
24 H 0.11
25 F 0.12
26 C -0.68
27 F 0.15
28 F 0.11
29 S 0.58
30 O -0.33
31 O -0.27
32 N -0.32
33 S 0.58
34 O -0.27
35 O -0.32
36 C -0.67
37 F 0.12
38 F 0.13
39 F 0.15
40 C -0.03
41 N -0.19
42 C -0.07
43 C -0.36
44 O -0.02
45 H 0.09
46 H 0.06
47 H 0.08
48 H 0.08
49 H 0.08
50 H 0.08
51 H 0.13
52 F 0.14
53 C -0.54
54 F 0.11
55 F 0.12
56 C -0.64
57 O -0.05
58 O -0.01


Computed values of ΔE to the lowest compared entry with this formula, charge and spin (unit: kcal per mole) for the preceding records, in sequence: 54.6, 7.3, 0.0.